{
  "formula": "C3H4N4O",
  "method": "the ωB97M-V functional and the def2-TZVPD basis",
  "gap_ev": 7.559,
  "relative_energy_kcal_mol": 284.7,
  "homo_energy_ev": -9.59,
  "fmax_ha_per_bohr": 0.230,
  "species": ["C", "C", "C", "H", "H", "H", "H", "N", "N", "N", "N", "O"],
  "positions_angstrom": [[-0.5886, 1.0491, 0.0047], [2.1499, -1.4675, 0.3781], [-0.4495, 2.1130, 0.9793], [-3.2326, -0.6244, -1.0296], [-0.5275, -1.1122, -0.4842], [3.0053, -1.4993, 1.0904], [2.2036, -2.3157, -0.3691], [-1.7202, 1.0285, -0.6007], [0.4237, 0.1416, -0.5193], [1.5319, -0.2776, 0.3273], [-0.9742, 2.9815, 1.7984], [-1.8219, -0.0169, -1.5754]],
  "forces_ev_per_angstrom": [[2.03, -1.52, -1.54], [-0.64, 3.37, -1.50], [-5.37, 7.25, 7.27], [4.22, 1.86, -1.96], [2.56, 3.76, -0.90], [-0.88, 0.29, -0.42], [-1.15, 0.88, 0.71], [-0.82, -0.49, -0.65], [-1.23, -5.24, 1.85], [0.21, -1.58, 0.97], [5.29, -7.69, -7.29], [-4.20, -0.88, 3.45]]
}

***

{
  "formula": "C3H4N4O",
  "method": "the ωB97M-V functional and the def2-TZVPD basis",
  "smiles": "[H]/N=c1/cn[nH]n1C=O",
  "gap_ev": 9.019,
  "relative_energy_kcal_mol": 99.6,
  "homo_energy_ev": -9.50,
  "fmax_ha_per_bohr": 0.145,
  "species": ["C", "C", "C", "H", "H", "H", "H", "N", "N", "N", "N", "O"],
  "positions_angstrom": [[0.5835, -0.0616, -0.8172], [1.9100, -0.2010, -0.1381], [-1.8488, 0.1649, 0.2849], [-0.6400, 0.3362, -2.1833], [2.8810, -0.2371, -0.5755], [0.1231, -0.5501, 2.0876], [-2.3748, 0.1230, 1.2908], [0.4822, 0.1765, -2.1378], [1.6760, 0.1210, 1.1671], [0.2270, 0.2519, 1.4938], [-0.5146, 0.0433, 0.2056], [-2.5046, -0.1672, -0.6778]],
  "forces_ev_per_angstrom": [[-1.16, 0.97, -4.15], [-4.78, 2.36, 5.19], [-1.59, -2.83, -0.76], [3.06, -0.37, -0.67], [0.34, -0.15, -0.17], [-0.45, -0.62, 0.39], [1.24, 1.00, -0.53], [-3.71, -0.64, 4.72], [-0.13, -1.37, -2.70], [2.33, 0.37, -2.82], [5.59, 0.24, 2.18], [-0.75, 1.04, -0.68]]
}

***

{
  "formula": "C3H4N4O",
  "method": "the ωB97M-V functional and the def2-TZVPD basis",
  "gap_ev": 7.697,
  "relative_energy_kcal_mol": 189.3,
  "homo_energy_ev": -8.76,
  "fmax_ha_per_bohr": 0.085,
  "species": ["C", "C", "C", "H", "H", "H", "H", "N", "N", "N", "N", "O"],
  "positions_angstrom": [[-0.6890, -0.6726, -0.2761], [-0.5957, -0.0166, -1.4369], [0.2320, 1.3441, -1.3402], [1.4623, -1.3589, 2.4405], [-1.0209, -1.0600, 2.3003], [-1.2678, -1.5964, -0.3280], [-0.9566, -0.4011, -2.4835], [0.0415, -0.5697, 2.1213], [-0.1012, -0.0577, 0.8658], [1.3594, 1.3607, -0.4026], [1.1930, 0.7180, 0.6473], [0.3432, 2.3103, -2.1078]],
  "forces_ev_per_angstrom": [[0.49, 0.67, -0.13], [1.08, 2.54, -1.69], [1.33, 0.63, -3.22], [-3.90, 1.25, -1.25], [4.27, 0.84, -0.35], [0.41, -0.02, 1.16], [0.67, 0.99, 2.43], [-1.52, -2.32, 1.91], [1.96, 0.09, -1.45], [-1.82, -2.08, 1.84], [-1.08, -0.02, -0.60], [-1.91, -2.57, 1.36]]
}

***

{
  "formula": "C3H4N4O",
  "method": "the ωB97M-V functional and the def2-TZVPD basis",
  "smiles": "[H]/N=c1\\nn[nH]cc1O",
  "gap_ev": 8.071,
  "relative_energy_kcal_mol": 118.5,
  "homo_energy_ev": -8.26,
  "fmax_ha_per_bohr": 0.138,
  "species": ["C", "C", "C", "H", "H", "H", "H", "N", "N", "N", "N", "O"],
  "positions_angstrom": [[0.4926, -0.2383, -0.5337], [1.0859, 0.0846, 0.5543], [-0.9141, 0.1589, -0.6421], [1.7718, -1.6408, -0.9913], [2.1197, -0.2218, 0.7457], [0.6227, 0.3675, 2.6590], [-2.5098, -0.0374, -1.7879], [0.3714, 0.7292, 1.5046], [-0.9458, 1.1051, 1.4308], [-1.6287, 0.7871, 0.3543], [-1.4242, -0.1149, -1.8325], [0.9586, -0.9792, -1.4613]],
  "forces_ev_per_angstrom": [[-3.14, 0.99, 0.10], [2.28, -0.30, 2.08], [-1.11, -0.96, -4.91], [-3.41, 3.01, -2.31], [-0.37, 0.30, 0.37], [-1.07, 2.03, -4.66], [2.33, 0.47, -0.08], [-0.34, 0.14, 6.33], [-0.48, -1.81, -1.52], [2.25, 1.12, 2.87], [-1.92, -0.02, 2.51], [4.99, -4.97, -0.77]]
}

***

> Number 2 is which compound?

C3H4N4O